The ion C4H6NO with charge +1 at a distorted geometry, computed with the ωB97M-V functional and the def2-TZVPD basis.

```
12
Properties=species:S:1:pos:R:3:forces:R:3
C -1.403260 0.285220 0.542508 2.85 1.03 -0.30
C 0.194481 2.091252 -0.561157 0.29 -1.67 0.40
H 1.947324 0.742976 -0.544914 -1.43 0.12 0.21
H -2.150525 -0.426233 0.289899 -0.99 -0.43 -0.35
H -0.479457 -2.060687 0.536876 -0.36 -0.30 0.54
N 0.076421 -0.079032 0.325608 -3.89 0.94 -1.40
C 0.183049 -1.456832 -0.040563 2.19 -1.05 -0.62
O -0.612767 0.105698 1.597444 0.83 0.44 0.60
H 1.229413 -1.665704 0.218667 -0.28 -0.89 -0.46
H -0.044908 -1.610444 -1.117972 0.37 0.39 0.66
H 0.210052 3.117158 -0.869939 0.07 0.10 -0.20
C 0.850177 0.956628 -0.376457 0.35 1.32 0.92
```
Forces are in eV/Å.

The value obtained for the HOMO-LUMO gap (alpha / beta) is 8.89 / 9.62 eV. The value obtained for the HOMO energy (alpha / beta) is -14.982 / -15.277 eV. The net charge is +1. The calculation puts the energy relative to the best compared isomer or geometry (same formula, charge and spin) at 180.02 kcal per mole. For the energy, the calculation gives -7767.09088 eV.

---

A structure of composition C20H29Cl2N2O5RbSe at a distorted geometry, computed with the ωB97M-V functional and the def2-TZVPD basis.

```
60
Properties=species:S:1:pos:R:3:forces:R:3
H 0.896794 -5.023505 -3.273546 -0.06 0.30 -0.15
C -3.542538 -0.802600 1.615206 -1.02 0.70 -0.15
O 4.274163 3.444798 -0.054132 1.27 0.57 1.02
H -5.914982 -0.632934 -0.841297 -0.01 -0.06 -0.19
C -4.813909 -0.762618 0.982862 0.71 -0.22 0.45
C -2.431308 -0.650716 0.809215 0.31 -0.99 0.34
Rb 1.106936 3.073243 -0.432184 0.25 -0.14 0.15
H -2.575839 -2.532623 -2.685371 0.43 -0.10 -0.33
H 5.557002 4.398080 1.342318 0.04 0.12 0.01
O 2.807528 2.957565 2.003373 -0.04 0.25 0.76
C -0.931792 -1.186131 -2.503580 0.81 1.04 -0.11
C -0.824781 -3.205946 2.827811 0.35 0.48 -0.95
C -2.217719 6.512166 0.345193 0.76 0.85 -0.46
H -1.295767 -0.186788 3.144712 0.56 -0.10 -0.56
H 0.175441 -1.232072 -2.535275 -0.56 0.16 -0.09
H -1.889466 -2.973822 2.897846 -0.04 0.17 0.17
Cl -0.500259 6.592511 -0.196699 -0.21 0.82 0.03
H -0.500787 -3.795411 -1.584897 -0.27 0.37 -0.99
H 1.371560 -3.310320 -3.142626 -0.88 -0.56 -0.09
H 5.603772 4.592074 -1.214376 -0.14 -0.67 -0.07
C 4.186269 3.403045 -2.387675 -0.90 -1.42 -2.78
H -1.262468 -0.301260 -3.118052 0.28 -0.75 0.70
H -2.868157 7.005682 -0.391821 0.38 -0.47 0.13
H -3.440264 -0.902437 2.700182 -0.14 0.07 -0.44
Se 1.448368 -1.291708 -0.083194 -0.18 0.60 -0.33
H -0.605843 -3.861898 3.663530 0.07 -0.28 -0.01
O 4.690976 3.520775 -3.538154 -0.52 0.29 1.95
O 4.510110 3.303903 3.461904 -0.63 0.30 1.18
H -1.565202 -2.392162 -4.165795 -0.06 0.07 0.80
H 0.456330 -3.832052 1.173935 -0.14 0.00 0.10
O 2.993957 2.983067 -2.126016 1.53 0.97 -0.40
H 3.839188 3.302656 4.192852 0.54 -0.25 -1.07
N -1.253221 -0.934423 -1.087494 0.61 0.49 0.53
C -2.532753 -0.703919 -0.589440 0.10 -0.34 0.27
Cl -2.509349 4.822172 0.484231 -1.07 -1.08 0.31
H -1.167650 -3.509295 0.631580 -0.02 -0.64 0.61
C 0.044660 -1.928011 3.040964 -1.04 0.01 1.20
H -1.352530 -4.684241 -2.774231 -0.54 0.24 -0.41
H 5.675110 2.600436 1.225465 0.04 0.51 0.00
C -0.500561 -0.590804 2.481566 -0.12 -1.26 0.15
C 4.997145 3.480389 1.167058 -0.95 -1.20 -0.67
H -5.713205 -0.819247 1.592641 0.21 0.00 -0.09
C -0.759953 -3.775570 -2.688021 0.37 0.52 1.48
H 0.097428 -1.784667 4.146479 0.17 0.03 -0.64
H -2.324258 7.021669 1.300529 0.19 -0.21 -0.02
H 0.432083 -3.842159 -4.535744 -0.17 -0.22 0.21
C 3.953958 3.235125 2.250285 0.18 -0.03 -0.82
H -3.863859 -0.625021 -2.322411 0.18 -0.20 1.07
H 1.056637 -2.053461 2.680969 0.13 -0.29 -0.12
C -0.593289 -3.948244 1.474070 0.66 -0.23 0.63
C -1.532763 -2.459164 -3.049650 -0.34 -1.43 -0.37
C 5.120685 3.589034 -1.210305 0.17 -0.57 0.79
C 0.535700 -4.000118 -3.452219 1.13 0.63 -0.06
N -1.078421 -0.774684 1.148497 0.37 0.80 -1.94
H 5.901063 2.748920 -1.217330 -0.88 1.20 -0.06
C -0.336922 -0.910707 -0.040381 -1.10 -0.81 0.79
C -3.762372 -0.678893 -1.212779 -1.37 0.22 -0.73
C -4.931976 -0.693350 -0.403246 1.37 0.27 -0.03
H 0.375883 0.057954 2.429884 -0.36 0.41 -0.16
H -0.714600 -5.052256 1.642808 -0.44 1.03 -0.57
```
Forces are in eV/Å.

The value obtained for the HOMO-LUMO gap is 7.24 eV. The value obtained for the HOMO energy is -7.449 eV. The net charge is 0. The calculation puts the energy relative to the best compared isomer or geometry (same formula, charge and spin) at 20.42 kcal per mole. For the energy, the calculation gives -125475.55789 eV.